Below is a cluster of 14 separate species, C6H38O14 in total at a distorted geometry, with properties calculated with wB97M-V/def2-TZVPD.

Its LUMO energy is 0.3 eV. The relative energy (zero: lowest compared OMol25 entry of this formula, charge and spin) comes out at 1.175 eV. The calculation puts the highest occupied orbital energy at -0.33081 hartree. The HOMO-LUMO gap comes out at 9.27 eV.

Atoms and positions in Å:
H -1.277 -3.046 3.215
C 1.110 1.379 -1.193
H 0.367 -2.779 -2.719
H 1.330 -2.626 -0.212
C 0.452 0.711 0.065
O 1.879 -3.003 -3.104
O -2.163 0.074 -3.266
O -0.118 4.530 -2.247
H -3.010 1.157 -1.995
O -0.655 -2.696 0.308
O -2.569 -0.887 0.614
H 3.058 2.632 0.584
H 3.160 0.749 -0.717
H -0.581 -2.697 -0.687
H 3.127 -1.130 1.932
H 0.686 2.405 -1.215
H -2.018 4.145 -1.172
H -1.394 -2.072 0.526
H -0.555 0.291 -0.211
O -2.023 3.770 -0.298
H 0.361 4.733 -1.446
H -1.849 -0.682 -2.796
H -1.217 0.451 2.277
H -1.181 3.525 0.046
O -2.993 1.046 2.424
H 1.766 -1.705 2.028
H 0.844 0.791 -2.118
H 2.723 -3.072 0.210
H 1.049 -0.158 0.304
O 2.217 -2.749 -0.552
C 2.588 1.615 -1.081
O -3.295 1.099 -1.027
H 0.294 3.413 2.344
H 0.845 3.538 0.739
H -0.081 1.250 3.417
H 1.335 -3.499 2.861
H -2.629 -0.396 1.431
O -0.584 -2.631 -2.380
H 2.934 1.867 -2.139
H -2.667 1.950 2.459
O 2.269 -3.396 2.602
C 0.344 1.502 1.364
H 0.557 4.316 -2.897
C 0.573 2.797 1.520
C -0.113 0.647 2.490
H 2.139 -2.203 -3.555
H 2.067 -3.077 -2.143
H -1.147 -3.325 -2.680
H 0.332 -0.294 2.722
H -2.848 1.942 -0.763
O -0.562 -3.544 2.843
H -3.926 1.034 2.196
H 2.399 -4.329 2.308
H -0.593 -3.400 1.875
H -2.817 -0.170 -0.001
O 2.810 2.831 -0.375
H -2.648 -0.025 -4.086
O 2.233 -0.833 2.083